[1]
The following is a quantum chemistry calculation of CH6F3NaO6S as an isolated structure in a non-equilibrium geometry, from the Open Molecules 2025 dataset.

XYZ file:
```
18
Properties=species:S:1:pos:R:3:lowdin_charge:R:1
Na -1.501 6.117 6.505 0.536
C 0.254 1.688 7.184 -0.677
F -0.839 1.198 7.773 0.122
F 0.940 2.383 8.086 0.124
F 1.003 0.664 6.770 0.130
S -0.204 2.787 5.736 0.497
O 1.047 3.049 5.050 -0.314
O -1.195 2.038 4.994 -0.317
O -0.772 3.948 6.448 -0.391
O -2.340 6.352 4.265 -0.034
H -1.892 6.027 3.473 0.076
H -3.279 6.323 4.047 0.066
O -1.434 7.195 8.661 -0.038
H -0.997 6.427 9.058 0.070
H -1.948 7.582 9.377 0.065
O -3.388 5.043 7.570 -0.045
H -3.783 4.648 8.354 0.064
H -3.734 4.513 6.839 0.067
```

HOMO: -9.1 eV
lowest unoccupied orbital energy: -0.638 eV
DFT total energy: -1353.31643 a.u.
largest force on an atom: 1.1 eV/Å

=====

[2]
The following is a quantum chemistry calculation of a 2-piece molecular cluster, C18H20NOS2 overall in a non-equilibrium geometry, from the Open Molecules 2025 dataset.

XYZ file:
```
42
Properties=species:S:1:pos:R:3:lowdin_charge:R:1
C -4.677 0.994 2.280 0.009
C -3.342 0.591 2.803 -0.511
N -2.229 1.233 2.278 0.109
C -0.889 0.960 2.651 -0.263
C 0.139 1.017 1.598 -0.165
C -0.255 1.240 0.302 0.025
C 0.667 1.286 -0.757 -0.156
C 2.036 1.079 -0.474 -0.166
C 2.958 1.106 -1.537 -0.028
C 2.538 1.332 -2.815 -0.071
C 1.184 1.543 -3.092 -0.073
C 0.264 1.522 -2.090 -0.028
C 2.431 0.850 0.862 -0.014
C 1.512 0.823 1.863 -0.028
C -0.606 0.662 3.923 0.090
O -3.251 -0.280 3.642 0.029
H -4.600 1.855 1.615 0.079
H -5.131 0.174 1.720 0.095
H -5.338 1.256 3.105 0.096
H -2.398 1.992 1.622 0.141
H -1.295 1.366 0.074 0.106
H 3.999 0.942 -1.322 0.112
H 3.255 1.342 -3.617 0.106
H 0.869 1.718 -4.107 0.107
H -0.779 1.685 -2.299 0.112
H 3.472 0.692 1.079 0.115
H 1.843 0.651 2.869 0.097
H 0.393 0.476 4.252 0.052
H -1.394 0.620 4.647 0.064
C 0.197 -6.007 4.781 -0.285
C -0.079 -5.832 3.289 -0.456
S -0.077 -4.121 2.777 1.038
C -1.008 -3.359 4.035 -0.585
S -1.209 -3.813 5.703 1.045
C -0.988 -5.583 5.647 -0.456
H 0.489 -7.045 5.004 0.133
H 1.065 -5.390 5.050 0.120
H 0.666 -6.362 2.685 0.100
H -1.051 -6.259 3.025 0.098
H -1.487 -2.442 3.760 0.012
H -1.916 -6.023 5.271 0.098
H -0.871 -5.937 6.677 0.100
```

HOMO: -10.2 eV
lowest unoccupied orbital energy: -5.692 eV
DFT total energy: -1624.01126 a.u.
net charge: +1
largest force on an atom: 2.5 eV/Å

=====

[3]
The following is a quantum chemistry calculation of a 7-piece molecular cluster, C24H67N5O9 overall in a non-equilibrium geometry, from the Open Molecules 2025 dataset.

XYZ file:
```
105
Properties=species:S:1:pos:R:3:lowdin_charge:R:1
C -12.118 -21.749 -14.090 -0.122
O -10.862 -21.589 -14.671 -0.173
C -10.264 -22.810 -15.058 -0.213
C -9.024 -22.718 -15.917 -0.409
C -9.228 -22.081 -17.267 -0.064
N -8.392 -24.050 -16.066 0.040
H -12.848 -21.852 -14.915 0.087
H -12.402 -20.938 -13.427 0.089
H -12.281 -22.700 -13.558 0.089
H -10.116 -23.340 -14.114 0.115
H -10.988 -23.436 -15.611 0.123
H -8.270 -22.127 -15.389 0.146
H -9.858 -22.641 -17.966 0.082
H -8.278 -21.686 -17.617 0.081
H -9.907 -21.216 -17.184 0.081
H -8.851 -24.524 -16.839 0.088
H -7.410 -23.997 -16.292 0.095
C -13.608 -26.787 -21.511 -0.095
O -12.981 -26.758 -20.257 -0.161
C -13.787 -26.238 -19.243 -0.228
C -13.442 -26.739 -17.842 -0.400
C -12.044 -26.461 -17.328 -0.035
N -13.790 -28.186 -17.726 0.041
H -13.983 -25.814 -21.860 0.079
H -14.515 -27.395 -21.411 0.076
H -12.936 -27.112 -22.300 0.092
H -13.849 -25.138 -19.235 0.111
H -14.831 -26.510 -19.470 0.120
H -14.149 -26.296 -17.129 0.116
H -11.841 -25.391 -17.343 0.070
H -11.317 -26.978 -17.964 0.086
H -11.891 -26.927 -16.355 0.072
H -14.750 -28.264 -18.045 0.083
H -13.209 -28.652 -18.424 0.096
C -14.678 -29.165 -24.600 -0.116
O -14.688 -29.738 -23.312 -0.215
C -15.494 -30.913 -23.223 -0.188
C -15.602 -31.151 -21.702 -0.456
C -15.958 -32.594 -21.415 -0.072
N -16.496 -30.182 -21.082 0.046
H -14.523 -29.911 -25.386 0.086
H -13.873 -28.435 -24.655 0.080
H -15.615 -28.651 -24.842 0.089
H -16.491 -30.676 -23.613 0.130
H -15.058 -31.746 -23.777 0.126
H -14.585 -30.973 -21.326 0.134
H -15.205 -33.231 -21.877 0.077
H -16.934 -32.855 -21.843 0.081
H -16.142 -32.820 -20.363 0.075
H -16.045 -29.296 -21.311 0.051
H -16.552 -30.202 -20.073 0.068
C -15.389 -19.300 -24.251 -0.121
O -15.869 -20.457 -23.617 -0.180
C -15.082 -20.890 -22.528 -0.216
C -13.734 -21.512 -22.994 -0.424
C -14.009 -22.903 -23.525 -0.070
N -12.850 -21.653 -21.830 0.028
H -15.215 -18.471 -23.560 0.090
H -16.127 -18.945 -24.970 0.088
H -14.494 -19.489 -24.849 0.080
H -14.887 -20.061 -21.829 0.115
H -15.687 -21.539 -21.889 0.123
H -13.236 -20.865 -23.712 0.129
H -14.623 -23.502 -22.854 0.068
H -13.040 -23.343 -23.760 0.079
H -14.574 -22.839 -24.459 0.081
H -12.297 -20.882 -21.500 0.065
H -13.378 -22.095 -21.090 0.064
C -15.566 -23.861 -17.399 -0.094
O -16.205 -24.772 -16.510 -0.206
C -17.600 -24.676 -16.565 -0.232
C -18.241 -25.824 -15.803 -0.421
C -19.723 -25.558 -15.526 -0.058
N -17.585 -26.017 -14.506 0.057
H -14.487 -23.897 -17.266 0.078
H -15.846 -22.858 -17.051 0.093
H -15.908 -24.083 -18.409 0.087
H -17.917 -23.761 -16.037 0.133
H -17.987 -24.677 -17.592 0.130
H -18.084 -26.755 -16.358 0.140
H -20.394 -26.358 -15.237 0.077
H -20.132 -25.134 -16.455 0.076
H -19.784 -24.708 -14.841 0.077
H -17.809 -25.293 -13.834 0.083
H -16.583 -25.988 -14.635 0.032
O -16.615 -28.518 -12.941 -0.075
C -15.198 -28.549 -12.980 -0.236
C -14.723 -27.820 -14.245 -0.249
O -15.248 -28.329 -15.464 -0.079
H -16.961 -28.375 -13.829 0.053
H -14.768 -28.201 -12.039 0.112
H -14.809 -29.577 -12.994 0.110
H -13.628 -27.844 -14.235 0.108
H -15.003 -26.770 -14.170 0.095
H -14.589 -28.112 -16.137 0.001
O -9.005 -26.329 -14.468 -0.098
C -10.001 -26.127 -13.481 -0.282
C -10.576 -27.425 -13.000 -0.254
O -11.481 -27.234 -11.898 -0.072
H -8.883 -25.487 -14.982 0.029
H -9.633 -25.489 -12.672 0.122
H -10.814 -25.549 -13.937 0.101
H -9.808 -28.091 -12.580 0.120
H -10.907 -28.059 -13.832 0.112
H -11.713 -28.126 -11.625 0.079
```

SMILES string: COC[C@H](C)N.COC[C@H](C)N.COC[C@H](C)N.COC[C@H](C)N.COC[C@H](C)N.OCCO.OCCO
HOMO: -8.9 eV
lowest unoccupied orbital energy: 0.221 eV
DFT total energy: -1905.36283 a.u.
largest force on an atom: 2.2 eV/Å

=====

[4]
The following is a quantum chemistry calculation of one molecule with the formula C15H26N4O4S2 in a non-equilibrium geometry, from the Open Molecules 2025 dataset.

XYZ file:
```
51
Properties=species:S:1:pos:R:3:lowdin_charge:R:1
C 2.842 2.483 -2.754 -0.385
S 2.198 2.977 -1.129 0.807
C 0.415 3.106 -1.494 -0.478
C -0.203 1.811 -1.999 -0.183
C 0.068 0.616 -1.060 -0.251
N -0.225 -0.638 -1.711 0.137
C 0.612 -1.176 -2.631 -0.547
O 1.621 -0.627 -3.014 0.079
O 0.139 -2.360 -3.034 0.044
C 0.859 -3.148 -4.015 -0.572
C -0.002 -4.400 -4.184 -0.023
C 0.963 -2.386 -5.336 -0.020
C 2.243 -3.518 -3.483 -0.019
C -0.757 0.705 0.169 -0.287
N -1.780 -0.026 0.466 0.105
N -2.255 0.400 1.652 0.060
C -1.488 1.377 2.022 -0.664
S -1.607 2.357 3.431 1.025
C -2.788 1.344 4.392 -0.331
C -2.079 0.396 5.354 -0.533
O -2.196 -0.805 5.217 0.059
N -1.351 0.950 6.346 -0.167
C -1.135 2.358 6.565 -0.082
C -0.604 0.079 7.228 -0.036
O -0.510 1.632 1.124 0.083
H 2.568 1.453 -2.966 0.005
H 3.921 2.572 -2.690 0.029
H 2.459 3.161 -3.510 0.039
H 0.281 3.901 -2.229 0.077
H -0.030 3.420 -0.550 0.062
H 0.224 1.552 -2.969 0.105
H -1.280 1.945 -2.124 0.128
H 1.134 0.646 -0.788 0.129
H -1.050 -1.140 -1.424 0.139
H -0.994 -4.125 -4.534 0.087
H -0.103 -4.913 -3.232 0.087
H 0.456 -5.072 -4.904 0.088
H -0.027 -2.091 -5.675 0.091
H 1.573 -1.496 -5.208 0.078
H 1.420 -3.022 -6.089 0.089
H 2.151 -4.022 -2.524 0.092
H 2.847 -2.623 -3.353 0.078
H 2.741 -4.181 -4.185 0.089
H -3.455 2.032 4.909 0.084
H -3.344 0.745 3.671 0.076
H -0.177 2.677 6.144 0.089
H -1.922 2.962 6.123 0.067
H -1.120 2.546 7.640 0.093
H 0.464 0.292 7.151 0.095
H -0.792 -0.950 6.932 0.086
H -0.924 0.225 8.261 0.092
```

SMILES string: CSCC[C@H](NC(=O)OC(C)(C)C)c1nnc(SCC(=O)N(C)C)o1
HOMO: -8.4 eV
lowest unoccupied orbital energy: 0.478 eV
DFT total energy: -1903.55746 a.u.
largest force on an atom: 1.7 eV/Å